#a
Here is an isolated molecule of C2H4N4S from OMol25. Energies are from wB97M-V/def2-TZVPD.

Last column: Löwdin charge in e.
CARTESIAN COORDINATES (ANGSTROEM)
1 C 1.479 -0.132 -0.202  -0.481
2 C -0.556 0.165 -0.143  -0.767
3 H 3.303 -0.317 0.926  0.211
4 H 2.506 -1.812 0.335  0.072
5 H -0.561 2.208 0.092  0.206
6 H -2.057 -1.695 0.106  -0.071
7 N 2.638 -0.846 0.011  0.046
8 N 1.345 1.219 -0.001  0.094
9 N -0.014 1.270 0.060  -0.048
10 N 0.278 -0.795 -0.118  0.082
11 S -2.403 -0.283 0.059  0.655

Results
- 2S+1 = 1
- HOMO (eV) = -8.79
- SMILES = Nc1n[nH]c(S)n1
- frontier orbital gap (eV) = 9.42
- LUMO level (eV) = 0.64



#b
Here is an isolated molecule of C2H4N4S from OMol25. Energies are from wB97M-V/def2-TZVPD.

Last column: Löwdin charge in e.
CARTESIAN COORDINATES (ANGSTROEM)
1 C 0.486 -1.536 -0.373  -0.165
2 C 0.622 -0.181 0.046  -0.798
3 N -0.623 -2.195 -0.262  -0.077
4 N -1.651 -2.672 -0.228  0.245
5 N -0.461 0.622 0.143  -0.115
6 N -0.458 2.038 0.220  -0.003
7 S 2.117 0.590 0.120  0.603
8 H 1.330 -1.909 -0.806  0.075
9 H -1.372 0.417 0.457  0.115
10 H -0.158 2.493 1.132  0.112
11 H 0.168 2.332 -0.449  0.007

Results
- 2S+1 = 1
- HOMO (eV) = -8.44
- frontier orbital gap (eV) = 8.43
- LUMO level (eV) = -0.01



Most stable pick: #a. Distance to second place: 0.0374 hartree.



#a
Here is an isolated molecule of C2H4N4S from OMol25. Energies are from wB97M-V/def2-TZVPD.

Last column: Löwdin charge in e.
CARTESIAN COORDINATES (ANGSTROEM)
1 C 0.330 0.352 -0.266  -0.394
2 C 1.427 -0.416 -0.080  -0.123
3 H 0.766 2.311 0.075  0.086
4 H -0.905 1.793 0.097  0.088
5 H 2.399 -0.068 0.295  0.098
6 H -2.233 -0.767 1.175  -0.116
7 N 0.069 1.704 -0.291  0.115
8 N 1.161 -1.801 -0.070  0.010
9 N -0.048 -1.891 -0.350  -0.078
10 N -0.653 -0.659 -0.422  -0.510
11 S -2.313 -0.558 -0.161  0.823

Results
- 2S+1 = 1
- HOMO (eV) = -8.92
- SMILES = Nc1cnnn1S
- frontier orbital gap (eV) = 9.44
- LUMO level (eV) = 0.52



#b
Here is an isolated molecule of C2H4N4S from OMol25. Energies are from wB97M-V/def2-TZVPD.

Last column: Löwdin charge in e.
CARTESIAN COORDINATES (ANGSTROEM)
1 C -0.142 0.674 -0.031  -0.417
2 C 0.823 -0.511 -0.015  -0.795
3 H -0.232 2.755 0.024  0.111
4 H 1.316 1.977 -0.335  0.071
5 H -1.965 -1.536 0.672  0.140
6 H 0.188 -2.445 -0.324  0.141
7 N 0.361 1.927 0.032  0.118
8 N -1.371 0.273 0.025  0.069
9 N -1.392 -1.107 -0.069  -0.053
10 N -0.050 -1.530 -0.014  0.013
11 S 2.463 -0.478 0.036  0.601

Results
- 2S+1 = 1
- HOMO (eV) = -8.23
- SMILES = Nc1n[nH][nH]c1=S
- frontier orbital gap (eV) = 8.68
- LUMO level (eV) = 0.45



Most stable pick: #b. Distance to second place: 0.0301 hartree.



#a
Here is the ion C4H8NO2 with charge -1 from OMol25. Energies are from wB97M-V/def2-TZVPD.

Last column: Löwdin charge in e.
CARTESIAN COORDINATES (ANGSTROEM)
1 C -0.857 1.227 -0.540  -0.021
2 C 0.619 1.103 -0.474  -0.574
3 N 1.083 -0.076 0.033  0.040
4 C 0.458 -1.424 0.095  -0.184
5 C -0.719 -1.550 1.092  -0.543
6 O -1.888 -1.100 0.652  -0.345
7 O 1.398 1.961 -0.844  -0.012
8 H -1.432 0.308 -0.506  0.039
9 H -1.196 1.994 -1.202  0.063
10 H -1.188 1.559 0.430  0.084
11 H 2.089 -0.075 0.042  0.111
12 H 0.094 -1.648 -0.904  0.105
13 H 1.284 -2.032 0.434  0.091
14 H -0.763 -2.616 1.341  0.063
15 H -0.290 -1.087 2.016  0.083

Results
- 2S+1 = 1
- HOMO (eV) = -2.78
- SMILES = CC(=O)NCC[O-]
- net charge = -1
- frontier orbital gap (eV) = 6.89
- LUMO level (eV) = 4.12



#b
Here is the ion C4H8NO2 with charge -1 from OMol25. Energies are from wB97M-V/def2-TZVPD.

Last column: Löwdin charge in e.
CARTESIAN COORDINATES (ANGSTROEM)
1 C 1.974 -0.398 0.486  -0.441
2 N 1.303 0.618 -0.100  -0.025
3 C -0.501 -0.408 -1.596  -0.067
4 C -0.059 0.615 -0.348  -0.438
5 C -1.137 0.510 0.764  -0.284
6 O -0.800 -0.089 1.977  -0.129
7 O 1.438 -1.321 1.154  -0.142
8 H 2.990 -0.389 0.443  0.048
9 H 0.079 -0.518 1.900  0.029
10 H -0.827 0.231 -2.458  0.050
11 H -1.094 -1.306 -1.231  0.068
12 H 0.455 -0.869 -1.862  0.032
13 H -0.283 1.613 -0.819  0.098
14 H -2.093 0.069 0.544  0.074
15 H -1.446 1.643 1.146  0.127

Results
- 2S+1 = 1
- HOMO (eV) = -3.45
- SMILES = C[C@@H](CO)/N=C\[O-]
- net charge = -1
- frontier orbital gap (eV) = 7.77
- LUMO level (eV) = 4.32



#c
Here is a cluster of 2 separate species, C4H8NO2 in total from OMol25. Energies are from wB97M-V/def2-TZVPD.

Last column: Löwdin charge in e.
CARTESIAN COORDINATES (ANGSTROEM)
1 O 1.649 1.545 -1.337  -0.129
2 C 1.247 0.439 -0.932  -0.716
3 N 0.270 -0.359 -1.403  -0.012
4 C -2.706 -0.570 0.326  -0.158
5 O -3.172 0.206 1.116  -0.036
6 C 1.638 0.134 0.541  -0.237
7 C 1.051 -1.053 1.273  -0.146
8 H -0.203 0.145 -2.157  -0.011
9 H -1.906 -0.306 -0.377  0.042
10 H -3.102 -1.616 0.192  0.077
11 H 2.742 0.105 0.539  0.089
12 H 1.441 1.126 0.983  0.096
13 H 1.839 -1.830 1.244  0.061
14 H 0.104 -1.329 0.814  0.030
15 H 0.927 -0.904 2.353  0.051

Results
- 2S+1 = 1
- HOMO (eV) = -3.48
- net charge = -1
- frontier orbital gap (eV) = 7.30
- LUMO level (eV) = 3.82



Most stable pick: #a. Distance to second place: 0.0064 hartree.